Record 1
162
Properties=species:S:1:pos:R:3:lowdin_charge:R:1 method="wB97M-V/def2-TZVPD" charge=0 smiles="CCOCCCCCc1ccc2c(c1)Sc1cc(CCCCn3cccc3)cc(C[C@H](C)O)c1N2.CN(C)P(=O)(N(C)C)N(C)C.CN(C)P(=O)(N(C)C)N(C)C.CN(C)P(=O)(N(C)C)N(C)C"
C -1.6498 7.3772 -1.4032 -0.098
C -2.0982 6.4262 -2.7038 -0.264
O -1.9116 7.2084 -3.9403 -0.256
C -2.2215 6.3957 -5.1463 -0.205
C -0.8940 6.2054 -6.1455 -0.172
C 0.0921 7.5147 -6.1574 -0.206
C 0.8834 7.7743 -7.5723 -0.217
C 2.5440 7.8274 -7.3786 -0.177
C 2.9249 6.3735 -6.6487 -0.157
C 2.5900 4.9155 -7.3523 -0.023
C 2.9276 3.4484 -6.6240 -0.023
C 3.6037 3.4239 -5.1192 -0.168
C 3.9321 4.9183 -4.4417 -0.373
C 3.6176 6.3554 -5.1629 -0.030
S 4.6812 4.7984 -2.6858 0.776
C 3.5990 3.4165 -1.9260 -0.365
C 2.9696 3.5328 -0.4182 -0.023
C 2.0047 2.2973 0.0987 -0.121
C 1.3464 2.5045 1.6220 -0.167
C 0.2009 3.6691 1.4529 -0.218
C 0.7559 5.2082 1.5575 -0.187
C 1.4843 5.3957 3.0140 -0.173
N 2.9030 5.9178 2.9622 -0.154
C 4.2379 5.1679 2.7993 -0.079
C 5.6119 6.0988 2.8419 -0.076
C 4.9973 7.6071 3.0446 -0.092
C 3.3701 7.3831 3.0923 -0.076
C 1.6812 0.9647 -0.8511 0.049
C 2.3716 0.9315 -2.3601 -0.087
C 2.0298 -0.3725 -3.2966 -0.141
C 0.5501 -0.2132 -3.9879 -0.366
C 0.3064 1.2019 -4.7835 -0.067
O -0.5398 -0.3782 -2.9800 -0.140
C 3.3413 2.1319 -2.9665 -0.131
N 3.9432 2.1254 -4.3624 -0.008
H -1.6815 6.7776 -0.3824 0.070
H -2.3359 8.3482 -1.3692 0.086
H -0.5671 7.7622 -1.6655 0.084
H -1.3662 5.4868 -2.7826 0.130
H -3.2039 5.9995 -2.5732 0.125
H -2.5955 5.3434 -4.7291 0.117
H -3.1365 6.8986 -5.7250 0.131
H -0.3626 5.2165 -5.7402 0.113
H -1.3257 5.9307 -7.2191 0.116
H 0.7853 7.4346 -5.2117 0.114
H -0.5975 8.4659 -5.9695 0.120
H 0.5344 8.8123 -8.0073 0.109
H 0.7101 6.9027 -8.3695 0.103
H 3.1060 7.9830 -8.3954 0.110
H 2.7207 8.7513 -6.6433 0.120
H 2.0738 4.9628 -8.4143 0.086
H 2.6899 2.4155 -7.1677 0.091
H 3.8570 7.3568 -4.5822 0.103
H 3.2314 4.4896 0.2110 0.077
H 0.7581 1.4878 1.8269 0.108
H 2.1740 2.7327 2.4166 0.095
H -0.7123 3.5699 2.1763 0.112
H -0.2337 3.5406 0.3484 0.122
H 1.3867 5.5726 0.6360 0.109
H -0.2118 5.9068 1.5766 0.103
H 0.8588 6.2052 3.6296 0.137
H 1.5023 4.4073 3.6583 0.131
H 4.2001 4.0012 2.6585 0.091
H 6.7421 5.7594 2.7701 0.081
H 5.6544 8.5831 3.1479 0.080
H 2.6552 8.3031 3.2185 0.092
H 0.9670 0.0863 -0.4877 0.104
H 2.8948 -0.6171 -4.0499 0.118
H 1.9587 -1.3103 -2.5639 0.129
H 0.4462 -1.0938 -4.7747 0.141
H 1.2319 1.9284 -4.7813 0.052
H 0.0409 0.9870 -5.9151 0.088
H -0.5642 1.7791 -4.2150 0.099
H -1.3984 -0.1671 -3.4678 0.102
H 3.4640 1.3790 -4.9518 0.098
O 0.2202 -0.6830 3.5162 -0.335
P -0.0270 -2.1008 4.0873 0.732
N -0.9789 -2.6238 2.8044 -0.337
C -2.3982 -2.9103 2.7981 -0.115
C -0.4283 -2.5992 1.4622 -0.136
N -0.9697 -1.4866 5.3828 -0.359
C -2.2252 -0.7872 5.1384 -0.127
C -0.1687 -0.6905 6.3254 -0.149
N -0.3112 -3.7307 4.7438 -0.288
C 0.5924 -4.7631 4.2416 -0.141
C -0.7771 -4.0563 6.0823 -0.123
H -2.7336 -3.3618 3.7352 0.076
H -2.6571 -3.6337 2.0160 0.087
H -2.9816 -2.0015 2.6127 0.070
H -0.4429 -3.6026 1.0253 0.080
H 0.6180 -2.2734 1.4620 0.068
H -0.9854 -1.9179 0.8085 0.069
H -2.1255 -0.0024 4.3829 0.081
H -2.6134 -0.3233 6.0535 0.082
H -3.0079 -1.4815 4.8316 0.058
H 0.0444 0.3106 5.9324 0.076
H 0.7831 -1.1858 6.5325 0.071
H -0.6889 -0.5858 7.2847 0.079
H 0.0235 -5.6563 3.9743 0.093
H 1.3537 -5.0311 4.9807 0.082
H 1.1168 -4.4342 3.3392 0.067
H -1.7686 -3.6338 6.2790 0.080
H -0.0733 -3.7107 6.8480 0.083
H -0.9045 -5.1383 6.2064 0.086
O 1.5159 -8.7793 2.6378 -0.325
P 2.8909 -9.4315 2.3521 0.729
N 3.2797 -9.6934 3.9663 -0.347
C 4.3011 -9.0432 4.7606 -0.122
C 2.3884 -10.4934 4.7853 -0.143
N 3.5415 -7.9576 1.7617 -0.357
C 3.6773 -6.7916 2.6262 -0.122
C 2.9078 -7.5338 0.5038 -0.145
N 4.4715 -10.1813 2.0237 -0.295
C 4.4650 -11.6418 1.9892 -0.135
C 5.5235 -9.6475 1.1734 -0.125
H 5.1999 -8.8229 4.1791 0.073
H 4.6358 -9.6844 5.5845 0.082
H 3.9245 -8.1125 5.1992 0.080
H 2.9209 -11.3561 5.1981 0.077
H 1.5530 -10.8930 4.1993 0.071
H 1.9628 -9.9097 5.6099 0.082
H 2.7561 -6.5672 3.1718 0.068
H 3.9548 -5.8967 2.0558 0.086
H 4.4917 -6.9241 3.3388 0.057
H 1.9188 -7.0928 0.6758 0.077
H 2.7894 -8.3850 -0.1711 0.072
H 3.5323 -6.7985 -0.0170 0.080
H 5.3116 -12.0304 2.5595 0.087
H 4.5173 -12.0242 0.9651 0.083
H 3.5570 -12.0508 2.4429 0.072
H 5.8828 -8.6780 1.5355 0.080
H 5.1893 -9.5493 0.1343 0.084
H 6.4084 -10.2949 1.1823 0.085
O -6.0426 -1.7343 1.0434 -0.321
P -6.3042 -0.3582 0.3835 0.730
N -7.7994 -0.7746 -0.2618 -0.347
C -8.1562 -0.9618 -1.6526 -0.123
C -8.8504 -1.2282 0.6297 -0.143
N -5.0294 -0.5820 -0.7431 -0.354
C -5.0700 -1.6576 -1.7262 -0.123
C -3.7091 -0.5929 -0.0947 -0.141
N -6.6050 1.2237 -0.3751 -0.295
C -7.4195 2.1418 0.4174 -0.136
C -5.6960 1.9548 -1.2433 -0.126
H -7.6335 -0.2641 -2.3117 0.072
H -9.2240 -0.7779 -1.8202 0.081
H -7.9431 -1.9860 -1.9784 0.082
H -9.7289 -0.5809 0.5444 0.076
H -8.5339 -1.1889 1.6781 0.071
H -9.1468 -2.2613 0.4137 0.083
H -5.3050 -2.6262 -1.2755 0.087
H -4.1138 -1.7576 -2.2545 0.080
H -5.7946 -1.4438 -2.5123 0.054
H -3.5100 -1.5484 0.4048 0.057
H -3.6423 0.2028 0.6513 0.077
H -2.9150 -0.4099 -0.8280 0.074
H -8.1791 2.6053 -0.2159 0.086
H -6.8129 2.9257 0.8813 0.083
H -7.9466 1.6197 1.2218 0.071
H -5.4611 1.3885 -2.1512 0.079
H -4.7669 2.2159 -0.7238 0.083
H -6.1524 2.8845 -1.6037 0.084


Record 2
180
Properties=species:S:1:pos:R:3:lowdin_charge:R:1 method="wB97M-V/def2-TZVPD" charge=0 smiles="CCOC(=O)OC.CCOC(=O)OC.CCOC(=O)OC.CCOC(=O)OC.CCOC(=O)OC.CCOC(=O)OC.CCOC(=O)OC.CCOC(=O)OC.CCOC(=O)OC.CCOC(=O)OC.CCOC(=O)OC.CCOC(=O)OC" de_lowest_ev=5.885
C 1.9002 5.8927 14.3050 -0.065
C 3.1592 6.0425 13.4528 -0.227
O 4.0960 6.9769 13.9798 -0.004
C 3.7190 8.2955 13.9041 -0.460
O 2.6103 8.7831 13.5885 0.097
O 4.8047 9.0502 14.3349 -0.088
C 4.7107 10.4406 14.6757 -0.017
H 1.4374 5.0480 13.7947 0.078
H 1.0893 6.6160 14.2188 0.072
H 2.1088 5.7729 15.3681 0.087
H 2.9047 6.3778 12.4473 0.130
H 3.5304 5.0207 13.3744 0.102
H 3.9390 10.5290 15.4403 0.104
H 4.4310 10.9130 13.7340 0.089
H 5.7313 10.6777 14.9761 0.088
C 9.6032 12.1966 16.7504 -0.072
C 10.1061 12.5131 15.3458 -0.179
O 9.0251 13.0269 14.4889 0.024
C 8.4234 12.1436 13.6512 -0.539
O 8.6880 10.9626 13.5560 0.105
O 7.5191 12.8339 12.8777 -0.009
C 6.6195 12.0887 12.0457 -0.044
H 9.3839 13.1743 17.1794 0.073
H 10.3295 11.8009 17.4603 0.086
H 8.6577 11.6660 16.8620 0.061
H 10.5409 11.6062 14.9257 0.115
H 10.8203 13.3025 15.5803 0.119
H 5.6309 12.5478 12.0472 0.095
H 6.4913 11.0124 12.1614 0.083
H 7.0147 12.1636 11.0326 0.078
C 11.4119 12.5061 10.8009 -0.040
C 11.5526 12.9724 9.3252 -0.156
O 12.9863 13.2184 9.0611 0.029
C 13.6942 12.2814 8.5080 -0.631
O 13.2561 11.2034 8.1287 0.110
O 14.9122 12.7766 8.4057 0.014
C 15.9451 12.0366 7.8104 -0.050
H 12.1658 12.9772 11.4316 0.082
H 11.4584 11.4173 10.8202 0.081
H 10.5021 12.8829 11.2683 0.069
H 11.0901 13.9592 9.3041 0.111
H 11.0605 12.2880 8.6342 0.103
H 16.9164 12.4527 8.0776 0.096
H 15.8433 11.9970 6.7259 0.098
H 15.9353 10.9894 8.1127 0.096
C 11.7357 15.0376 6.4521 -0.023
C 10.2153 14.6439 6.2271 -0.200
O 10.2441 13.7761 5.1421 -0.006
C 9.1884 12.9348 4.8305 -0.398
O 8.1735 12.8988 5.5594 0.047
O 9.4949 12.0970 3.7614 -0.004
C 8.6999 10.9691 3.4105 -0.025
H 12.1000 15.7582 5.7198 0.073
H 12.3753 14.1562 6.4070 0.073
H 11.9595 15.4755 7.4248 0.069
H 9.4612 15.4141 6.0648 0.129
H 9.7934 14.0186 7.0140 0.090
H 7.6328 11.1568 3.2920 0.080
H 8.8473 10.0742 4.0151 0.098
H 9.0966 10.7432 2.4207 0.103
C 13.1162 7.7163 1.4183 -0.068
C 12.3590 6.9857 2.4983 -0.212
O 12.2978 7.9373 3.5675 0.022
C 11.3710 7.8546 4.5131 -0.565
O 10.3817 7.1739 4.4810 0.124
O 11.7900 8.6008 5.5818 -0.003
C 11.0365 8.5443 6.7889 -0.054
H 13.3893 7.0585 0.5931 0.079
H 14.0754 8.0174 1.8395 0.080
H 12.5440 8.5945 1.1195 0.084
H 12.8183 6.0527 2.8250 0.130
H 11.3461 6.7800 2.1522 0.120
H 9.9500 8.5032 6.7111 0.065
H 11.1954 9.4553 7.3658 0.074
H 11.3677 7.6666 7.3439 0.105
C 10.6557 4.6220 12.0561 -0.051
C 11.8937 3.7474 12.3697 -0.200
O 12.6632 3.4957 11.2293 0.061
C 13.4544 2.4702 11.1806 -0.628
O 13.8165 1.8090 12.1158 0.137
O 13.9354 2.4051 9.9435 0.007
C 14.9788 1.5403 9.6680 -0.071
H 9.6784 4.2502 12.3640 0.061
H 10.5107 4.9129 11.0157 0.079
H 10.7746 5.5109 12.6756 0.063
H 11.4982 2.8289 12.8035 0.124
H 12.5250 4.2098 13.1285 0.127
H 15.0952 1.6223 8.5873 0.096
H 14.6840 0.5387 9.9810 0.100
H 15.9614 1.7861 10.0708 0.099
C 6.1138 0.1745 18.4738 -0.032
C 7.3038 0.8720 17.5984 -0.164
O 6.8783 1.4750 16.3656 -0.010
C 6.5100 2.7749 16.2323 -0.518
O 6.5089 3.6196 17.1456 0.091
O 6.2321 2.9500 14.9238 -0.016
C 5.9404 4.2370 14.4097 -0.039
H 6.5882 -0.4908 19.1952 0.061
H 5.4998 -0.4604 17.8351 0.065
H 5.5373 0.9319 19.0049 0.065
H 7.9342 0.1136 17.1342 0.112
H 7.9870 1.5131 18.1555 0.117
H 6.8112 4.8700 14.5805 0.093
H 5.0759 4.7318 14.8524 0.083
H 5.7807 4.0906 13.3414 0.095
C 7.5250 7.6731 12.6102 -0.041
C 8.1806 7.7480 11.2673 -0.199
O 8.0012 9.0846 10.7543 0.040
C 8.2672 9.2966 9.4658 -0.513
O 8.6005 8.3924 8.6362 0.068
O 8.1157 10.5848 9.2361 0.017
C 8.3823 11.1901 7.9999 -0.044
H 6.4736 7.9150 12.4551 0.073
H 7.8992 8.4454 13.2824 0.067
H 7.5356 6.6898 13.0804 0.072
H 7.7035 7.0436 10.5859 0.103
H 9.2149 7.4072 11.2210 0.123
H 9.2607 10.7320 7.5452 0.085
H 8.5114 12.2723 7.9821 0.078
H 7.5996 11.0157 7.2617 0.086
C 4.1299 10.4116 5.2451 -0.045
C 5.5307 10.5257 4.7561 -0.268
O 6.2473 9.3847 5.1559 0.013
C 6.4066 8.2431 4.4786 -0.534
O 5.9657 8.1016 3.3315 0.088
O 7.0762 7.3015 5.1702 0.004
C 7.3466 6.0376 4.5840 -0.050
H 3.6239 9.6572 4.6426 0.088
H 3.6406 11.3779 5.1226 0.085
H 4.2172 10.0708 6.2768 0.092
H 6.0280 11.4481 5.0559 0.099
H 5.5733 10.6088 3.6701 0.117
H 8.3651 5.9042 4.2193 0.074
H 6.9417 5.9263 3.5781 0.091
H 7.1383 5.1544 5.1879 0.088
C 0.2571 15.5375 5.9476 -0.057
C 1.2533 15.1200 7.0214 -0.260
O 2.5540 14.9113 6.5401 0.023
C 3.4114 14.0391 7.1837 -0.574
O 3.1833 13.3796 8.1918 0.101
O 4.6013 14.1574 6.7103 0.023
C 5.7536 13.5189 7.2910 -0.013
H 0.1418 14.7003 5.2591 0.076
H 0.7521 16.3043 5.3517 0.075
H -0.6795 15.9030 6.3684 0.081
H 0.9382 14.2313 7.5682 0.118
H 1.2741 15.8514 7.8293 0.123
H 6.7369 13.7268 6.8692 0.066
H 5.5499 12.4579 7.1464 0.081
H 5.8440 13.6586 8.3683 0.099
C 6.9972 8.4067 16.3612 -0.065
C 6.2806 8.8546 17.6234 -0.148
O 7.1273 9.9121 18.1641 0.013
C 6.8891 10.4437 19.3381 -0.581
O 5.8846 10.2518 20.0589 0.083
O 7.8653 11.3268 19.5411 -0.020
C 7.8259 12.0489 20.7637 -0.035
H 7.3471 9.1862 15.6844 0.063
H 6.4774 7.6670 15.7522 0.067
H 7.8714 7.8204 16.6442 0.083
H 6.1852 8.0291 18.3287 0.134
H 5.3586 9.4018 17.4269 0.118
H 6.8204 12.4533 20.8803 0.095
H 8.5533 12.8603 20.7843 0.096
H 7.9939 11.3003 21.5380 0.100
C 5.7080 6.0439 8.3324 -0.076
C 6.6649 4.9412 8.4592 -0.175
O 6.2963 4.0563 9.6035 0.058
C 7.0323 3.0746 10.0237 -0.639
O 8.2055 2.7751 9.6651 0.066
O 6.2600 2.3973 10.7877 0.007
C 6.7312 1.3164 11.5914 -0.013
H 5.9725 6.4982 7.3776 0.074
H 5.9212 6.8494 9.0351 0.065
H 4.6431 5.8433 8.4506 0.093
H 7.6803 5.3308 8.5317 0.129
H 6.5826 4.5017 7.4651 0.113
H 7.3599 1.6593 12.4130 0.096
H 7.2403 0.6506 10.8945 0.097
H 5.9033 0.7240 11.9811 0.096


Here are the calculated HOMO energy numbers, same order: -7.4 -10.4 (eV).
Here are the calculated lowest unoccupied orbital energy numbers, same order: -0.031 0.018 (hartree).
Here are the calculated frontier orbital gap numbers, same order: 6.5714 10.8569 (eV).